1.
# C23H38N2O6PtSSeSi2

A structure of composition C23H38N2O6PtSSeSi2 (wB97M-V/def2-TZVPD, the OMol25 dataset).

The value obtained for the molecular weight is 800.8 g/mol. As for the spin multiplicity: 5. As for the relative energy (zero: lowest compared OMol25 entry of this formula, charge and spin): 13.0 kcal/mol. The HOMO energy (alpha / beta) comes out at -7.66 / -8.92 eV. For the largest force on an atom, the calculation gives 0.45 eV/Å.

Positions of all 74 atoms, in Å:
1 Pt 0.3071 -0.4617 0.5830
2 C -6.4471 0.3966 5.0508
3 C -5.4531 0.0867 3.9675
4 C -4.4193 0.9628 3.6711
5 C -3.4893 0.6934 2.6753
6 C -2.4060 1.6843 2.3984
7 C -3.6182 -0.5057 1.9619
8 Se -2.4527 -1.0066 0.5660
9 C -4.6585 -1.4153 2.2345
10 C -4.8091 -2.7110 1.4900
11 C -5.5561 -1.0920 3.2376
12 H -6.2175 1.3404 5.5423
13 H -6.4535 -0.3884 5.8081
14 H -7.4571 0.4631 4.6427
15 H -4.3263 1.8846 4.2328
16 H -2.4550 2.5104 3.1063
17 H -2.5117 2.0975 1.3930
18 H -1.4299 1.2105 2.4778
19 H -3.9130 -3.3220 1.5954
20 H -4.9755 -2.5401 0.4240
21 H -5.6605 -3.2679 1.8774
22 H -6.3550 -1.7893 3.4625
23 C 3.2801 0.7308 0.7141
24 Si 1.7995 1.8797 0.8169
25 C 1.3570 2.1818 2.5984
26 C 2.3448 3.5057 0.0620
27 C 0.1561 1.4313 -0.1709
28 Si -0.1518 1.9525 -1.9452
29 C 1.1981 1.6848 -3.2116
30 C -1.6712 1.0147 -2.4962
31 C -0.5475 3.7828 -1.9636
32 H 3.9129 0.9678 1.5731
33 H 3.8666 0.8878 -0.1931
34 H 3.0557 -0.3364 0.7791
35 H 2.2358 2.5514 3.1322
36 H 1.0154 1.2724 3.0956
37 H 0.5713 2.9345 2.6862
38 H 3.2069 3.8658 0.6293
39 H 1.5583 4.2560 0.1172
40 H 2.6473 3.3943 -0.9797
41 H -0.6298 1.9565 0.3801
42 H 1.2770 0.6496 -3.5364
43 H 2.1814 2.0195 -2.8748
44 H 0.9325 2.2866 -4.0846
45 H -1.5153 -0.0603 -2.3769
46 H -1.8933 1.2105 -3.5471
47 H -2.5466 1.2962 -1.9074
48 H 0.3537 4.3837 -1.8541
49 H -1.2393 4.0649 -1.1677
50 H -1.0087 4.0516 -2.9168
51 O 6.4071 -0.9300 -5.1399
52 C 6.4850 -2.0079 -4.2408
53 N 5.1911 -2.4595 -3.7839
54 C 4.5236 -1.7202 -2.8580
55 O 5.0003 -0.7113 -2.3675
56 C 3.1580 -2.1990 -2.4726
57 C 2.7003 -3.4998 -2.6283
58 C 1.4142 -3.8124 -2.2219
59 C 0.6323 -2.8135 -1.6687
60 N 1.0645 -1.5592 -1.5138
61 C 2.3039 -1.2705 -1.8970
62 H 6.1577 -0.1501 -4.6289
63 H 7.0673 -1.7400 -3.3587
64 H 6.9698 -2.8268 -4.7674
65 H 4.6662 -3.0884 -4.3682
66 H 3.3462 -4.2737 -3.0247
67 H 1.0258 -4.8169 -2.3027
68 H -0.3692 -3.0240 -1.3159
69 H 2.6549 -0.2624 -1.7328
70 O -0.2637 -0.8398 2.7837
71 S -0.2910 -2.3471 2.5834
72 O -1.6778 -2.7812 2.3567
73 O 0.4353 -2.4521 1.2080
74 O 0.4085 -3.0610 3.6037

Cartesian forces, eV/Å:
-0.3 -0.2 0.3
0.0 0.0 0.0
0.0 0.0 0.0
0.0 0.0 0.0
-0.1 -0.1 0.1
0.0 0.1 -0.1
0.0 0.1 0.0
0.2 0.1 -0.2
0.0 0.0 0.0
0.0 0.0 0.0
0.0 -0.1 0.0
0.0 0.0 0.0
0.0 0.0 0.0
0.0 0.0 0.0
0.0 0.0 0.0
0.0 0.0 0.0
0.0 0.0 0.0
0.1 0.0 0.0
0.0 0.0 0.0
0.0 0.0 0.0
0.0 0.0 0.0
0.0 0.0 0.0
0.0 -0.1 -0.1
-0.1 0.1 0.0
0.0 0.0 0.1
0.0 0.0 -0.1
-0.1 -0.2 0.0
0.0 0.0 0.0
0.1 0.0 0.1
0.0 -0.1 0.0
0.0 0.0 0.0
0.1 0.0 0.0
0.0 0.0 0.0
0.0 0.0 0.1
0.0 0.0 0.0
0.0 0.0 0.0
0.0 0.0 0.0
0.0 0.0 0.0
0.0 0.1 0.0
0.0 0.0 0.0
0.0 0.1 0.1
0.0 -0.1 0.0
0.0 0.0 0.0
0.0 0.0 0.0
0.0 0.0 0.0
0.0 0.0 0.0
0.0 0.0 0.0
0.0 0.1 0.0
0.0 0.0 0.0
0.0 0.0 0.0
0.0 0.0 0.0
0.1 0.0 0.0
0.0 -0.1 0.1
-0.1 0.0 0.0
0.0 0.1 0.0
0.0 0.0 0.0
0.0 -0.1 0.0
0.0 0.1 0.0
-0.1 0.0 0.0
0.1 -0.1 0.1
0.0 0.0 0.0
0.0 0.0 0.0
0.0 0.0 0.0
0.0 0.0 0.0
0.0 0.0 0.0
0.0 0.0 0.0
0.0 0.0 0.0
0.0 0.0 0.0
0.0 0.1 0.0
0.2 -0.1 0.1
-0.3 0.3 -0.2
0.2 0.0 0.0
-0.1 0.1 0.0
0.1 0.0 -0.1

2.
# C23H39BF12O4P

A cluster of 2 separate species, C23H39BF12O4P in total (wB97M-V/def2-TZVPD, the OMol25 dataset).

The value obtained for the molecular weight is 649.3 g/mol. The total charge is -1. The HOMO energy comes out at -5.84 eV. For the largest force on an atom, the calculation gives 6.17 eV/Å.

Positions of all 80 atoms, in Å:
1 C 2.7578 -1.4028 3.0384
2 C 3.7988 -0.1809 3.4053
3 C 3.8534 1.0250 2.2950
4 C 5.3631 1.2684 1.6852
5 C 5.4171 1.0592 0.0283
6 C 5.6665 -0.5044 -0.3999
7 C 4.4656 -1.5340 0.0482
8 C 4.1433 -2.7204 -1.0527
9 C 3.1122 -2.1231 -2.2257
10 C 1.6901 -2.9424 -2.2456
11 C 0.6297 -2.4357 -3.4083
12 C 0.2379 -0.8474 -3.2893
13 C -1.3655 -0.5176 -3.3864
14 C -2.2750 -1.1144 -2.1602
15 O -2.3967 -0.2370 -0.9859
16 P -3.6530 0.9542 -1.1705
17 O -3.6802 1.6461 -2.6225
18 O -3.3477 2.2056 0.0531
19 C -2.1561 2.9927 -0.3027
20 C -1.0000 2.6941 0.8678
21 C 0.2679 3.7355 0.7623
22 C 1.0761 3.6964 -0.6635
23 F 1.0437 2.3302 -1.2765
24 F 2.5176 3.9806 -0.3410
25 C 0.6151 4.8314 -1.7544
26 F -0.0398 6.0267 -1.1750
27 F -0.2934 4.2709 -2.8133
28 F 1.8541 5.2743 -2.4936
29 O -5.2701 0.3763 -0.8840
30 C -5.2931 -0.9971 -0.3579
31 C -6.8080 -1.1900 0.3248
32 C -6.8854 -0.6528 1.8790
33 F -5.8257 0.2733 2.3819
34 C -7.9917 -1.0240 2.8339
35 F -9.1434 -0.1095 3.1620
36 F -8.0074 -2.3379 3.5643
37 H 2.2986 -1.3327 1.9584
38 H 3.3446 -2.4316 3.1203
39 H 1.8449 -1.4627 3.7843
40 H 4.8744 -0.6663 3.5498
41 H 3.4577 0.2546 4.4595
42 H 3.5397 2.0215 2.8675
43 H 3.0842 0.8761 1.4129
44 H 5.6705 2.4022 1.8768
45 H 6.2034 0.6249 2.2313
46 H 6.3048 1.7157 -0.4246
47 H 4.4300 1.5070 -0.4666
48 H 6.7120 -0.8549 0.0379
49 H 5.7885 -0.5204 -1.5784
50 H 3.4714 -0.9120 0.1624
51 H 4.7817 -2.0097 1.0846
52 H 3.5492 -3.5896 -0.4932
53 H 5.1231 -3.1955 -1.5189
54 H 3.6879 -2.2971 -3.2489
55 H 2.8931 -0.9751 -2.0597
56 H 1.1518 -2.8236 -1.2100
57 H 1.9565 -4.0790 -2.4476
58 H 1.1777 -2.6458 -4.4469
59 H -0.3334 -3.0994 -3.3730
60 H 0.7424 -0.3126 -4.2300
61 H 0.7760 -0.3675 -2.3464
62 H -1.7562 -1.0475 -4.3807
63 H -1.4726 0.6324 -3.5752
64 H -1.8589 -2.1536 -1.7828
65 H -3.3803 -1.2677 -2.5769
66 H -2.4789 4.1344 -0.3010
67 H -1.6584 2.6819 -1.3254
68 H -0.6883 1.5547 0.7185
69 H -1.5050 2.7738 1.9264
70 H -0.1275 4.7920 1.0741
71 H 1.0554 3.4152 1.5991
72 H -4.4658 -1.2422 0.4327
73 H -5.2875 -1.7507 -1.2834
74 H -7.5313 -0.4745 -0.2998
75 H -7.2364 -2.2707 0.1881
76 B -4.2434 -2.2746 3.9128
77 F -3.1967 -2.8855 4.7159
78 F -5.2353 -1.6708 4.7876
79 F -3.6637 -1.2513 3.0583
80 F -4.8781 -3.2911 3.0895

Cartesian forces, eV/Å:
-0.1 -0.7 0.2
-0.4 -0.4 0.3
0.3 0.6 0.7
0.2 1.0 -0.7
0.4 0.1 0.2
0.1 0.3 -0.7
0.4 -0.1 -0.1
-0.9 0.2 0.5
0.4 -0.6 -0.2
0.0 0.1 -0.3
0.8 -0.2 -0.1
0.7 0.3 -0.7
0.6 -0.5 -0.5
-0.8 -0.6 -1.6
-2.5 2.0 -0.5
-0.6 3.3 -3.4
0.4 -2.9 5.4
0.5 -2.8 -2.9
1.7 0.5 0.8
-0.7 -0.5 -0.8
0.0 -1.0 0.9
1.2 -0.9 1.3
0.1 4.3 1.6
-4.0 -0.8 -1.2
0.3 1.2 -3.2
2.3 -4.2 -1.9
3.0 2.0 3.9
-4.4 -1.1 2.4
4.4 -0.3 0.6
-1.9 -2.0 0.5
0.8 1.1 0.4
-0.6 -1.1 2.1
-4.1 -1.4 -2.3
1.0 -0.1 -0.6
4.1 -2.7 0.3
-1.1 4.4 -3.3
1.0 0.0 2.1
-1.4 2.1 -0.2
1.9 0.2 -1.5
-2.2 1.2 -0.3
0.9 -0.9 -2.3
0.6 -2.1 -1.4
1.6 0.2 1.9
-0.7 -2.4 -0.4
-2.0 1.1 -1.2
-1.8 -1.5 1.1
2.0 -1.1 1.2
-2.2 0.7 -0.8
-0.3 0.0 2.3
2.0 -1.3 -0.1
-0.9 1.0 -2.1
1.4 1.8 -1.1
-2.0 1.1 1.0
-1.5 0.6 1.9
0.7 -2.3 -0.4
1.2 -0.4 -1.8
-0.7 2.3 0.6
-1.4 0.5 2.1
1.8 1.2 0.0
-1.1 -1.0 2.1
-1.4 -1.0 -1.8
0.8 1.1 2.1
-0.2 -2.2 0.7
-0.8 2.3 -0.6
2.5 0.1 0.7
0.7 -2.4 -0.1
-1.4 0.7 1.9
-0.4 2.6 0.4
1.1 0.0 -2.1
1.0 -1.8 -1.1
-1.6 0.7 -2.1
-1.5 0.6 -1.5
0.3 1.6 2.0
1.5 -1.4 1.4
1.0 2.0 0.7
0.0 0.0 0.4
-1.1 0.7 -0.9
1.1 -0.7 -1.0
-0.5 -1.1 0.7
0.6 1.1 0.7

3.
# C23H39Cl18F9NO4S2

A structure of composition C23H39Cl18F9NO4S2 (wB97M-V/def2-TZVPD, the OMol25 dataset).

The value obtained for the molecular weight is 1266.8 g/mol. The total charge is -1. The HOMO energy comes out at -6.42 eV. For the largest force on an atom, the calculation gives 3.07 eV/Å.

Positions of all 96 atoms, in Å:
1 C -4.1306 2.5199 1.1231
2 S -2.7618 1.4643 1.6665
3 O -2.7315 1.5354 3.1175
4 O -1.5576 2.0766 1.1339
5 N -2.8044 -0.0686 1.0617
6 S -4.0943 -0.9050 1.5432
7 O -5.3668 -0.2566 1.3506
8 O -4.1051 -2.1569 0.8325
9 C -4.0392 -1.3896 3.3496
10 F -4.8551 -2.4545 3.4633
11 F -4.6056 -0.4172 4.0651
12 C -2.6584 -1.8460 3.8941
13 F -1.6507 -1.0664 3.5416
14 F -2.4157 -3.0403 3.3108
15 C -2.5853 -2.0935 5.4310
16 F -1.5519 -2.9410 5.6300
17 F -3.6489 -2.7286 5.9134
18 C -2.2803 -0.8262 6.3131
19 F -1.0518 -0.8398 6.7874
20 F -3.0881 -0.8766 7.3893
21 F -2.5183 0.3115 5.7235
22 H -4.6003 2.2232 0.1625
23 H -3.7425 3.5489 1.0965
24 H -4.8758 2.5022 1.9264
25 Cl 0.8354 1.0377 2.8527
26 C 2.2447 0.0602 3.3221
27 C 2.0545 -1.3981 2.9894
28 Cl 0.8011 -2.1661 3.9949
29 H 2.4218 0.2058 4.3865
30 H 3.1028 0.4516 2.7741
31 H 2.9813 -1.9422 3.1690
32 H 1.7757 -1.5347 1.9526
33 Cl 2.4426 -5.3742 -1.5873
34 C 1.3377 -4.2947 -0.6921
35 C 1.8270 -2.8705 -0.6860
36 Cl 3.3107 -2.6715 0.2876
37 H 1.2282 -4.6851 0.3170
38 H 0.3691 -4.3495 -1.1861
39 H 1.0683 -2.2222 -0.2456
40 H 2.0366 -2.5153 -1.6931
41 Cl -4.7068 5.5688 1.5013
42 C -4.1859 6.5765 0.1277
43 C -5.1793 6.5822 -1.0102
44 Cl -5.2817 5.0167 -1.8519
45 H -3.2096 6.2203 -0.1961
46 H -4.0710 7.5895 0.5124
47 H -4.8729 7.3159 -1.7556
48 H -6.1783 6.8408 -0.6644
49 Cl 6.4863 -0.4883 -2.8183
50 C 4.7712 -0.6236 -2.3419
51 C 4.0477 0.6946 -2.4457
52 Cl 4.6162 1.8634 -1.2262
53 H 4.7348 -1.0201 -1.3316
54 H 4.3134 -1.3516 -3.0116
55 H 2.9822 0.5476 -2.2711
56 H 4.1729 1.1453 -3.4279
57 Cl -6.2894 1.6403 -0.6168
58 C -8.0548 1.6061 -0.4276
59 C -8.6730 2.9640 -0.6506
60 Cl -8.2476 4.1228 0.6378
61 H -8.2775 1.2189 0.5652
62 H -8.4427 0.9024 -1.1641
63 H -9.7596 2.8791 -0.6533
64 H -8.3594 3.3914 -1.6012
65 Cl 4.9954 -5.3805 -4.3588
66 C 4.7990 -7.0370 -3.7355
67 C 5.7923 -7.9969 -4.3412
68 Cl 5.4815 -8.2880 -6.0724
69 H 3.7743 -7.3483 -3.9271
70 H 4.9450 -6.9881 -2.6568
71 H 5.7227 -8.9618 -3.8407
72 H 6.8117 -7.6312 -4.2404
73 Cl 8.4780 -3.3079 2.3981
74 C 8.3913 -2.8782 0.6697
75 C 8.0070 -1.4358 0.4573
76 Cl 6.3216 -1.1119 0.9322
77 H 7.6846 -3.5527 0.1909
78 H 9.3793 -3.0606 0.2485
79 H 8.0905 -1.1835 -0.5987
80 H 8.6499 -0.7632 1.0212
81 Cl -7.4912 0.0948 -3.9756
82 C -6.8766 0.9216 -5.4278
83 C -5.4244 1.3100 -5.2954
84 Cl -5.1746 2.5985 -4.0929
85 H -7.5051 1.7905 -5.6117
86 H -6.9969 0.2286 -6.2602
87 H -5.0594 1.6919 -6.2487
88 H -4.8084 0.4602 -5.0087
89 Cl 9.1626 4.2334 -0.9522
90 C 7.4491 4.1074 -0.4695
91 C 6.7297 5.4282 -0.5695
92 Cl 7.3004 6.6022 0.6458
93 H 7.4138 3.7090 0.5420
94 H 6.9847 3.3840 -1.1377
95 H 5.6653 5.2801 -0.3920
96 H 6.8541 5.8760 -1.5529

Cartesian forces, eV/Å:
0.2 -0.4 0.1
1.9 1.2 0.3
-1.1 -0.7 0.0
-0.2 -0.3 -1.0
-1.5 0.6 1.5
-0.2 -0.5 -3.0
0.0 1.0 1.4
1.1 -0.7 0.5
-0.1 0.1 -0.3
-0.2 -0.3 0.0
0.3 0.4 0.5
-0.3 -0.4 -0.3
-0.2 0.8 0.2
-0.2 -0.4 0.0
1.0 0.1 0.1
0.3 -0.1 0.0
-0.8 0.1 -0.2
-1.0 -0.2 0.8
0.8 0.0 -0.2
-0.3 -0.2 0.3
0.1 0.5 -0.7
1.4 0.5 1.3
0.3 -1.0 -0.2
0.0 -0.3 -0.3
0.0 -0.1 0.0
0.0 0.2 0.0
0.1 0.0 0.2
0.5 -0.2 0.1
0.0 -0.1 0.0
0.0 -0.1 0.0
0.0 0.0 0.0
-0.1 0.1 0.1
0.1 -0.1 0.0
-0.2 0.0 0.1
-0.2 0.2 0.0
0.2 -0.2 -0.3
0.1 0.0 0.0
0.0 0.1 0.0
0.0 -0.1 0.0
0.1 -0.1 0.0
-0.3 0.7 0.0
0.1 0.1 0.0
0.0 0.1 0.0
0.0 0.0 0.1
-0.1 -0.1 0.0
0.0 0.0 -0.1
0.1 0.0 0.0
0.0 -0.1 0.1
0.1 0.0 0.0
-0.2 -0.1 0.0
-0.1 -0.1 -0.1
0.0 0.0 0.0
0.1 0.1 0.0
0.0 0.1 -0.1
0.0 0.0 0.1
0.1 0.0 0.0
-1.5 -0.2 -0.9
0.0 -0.2 -0.1
-0.2 -0.1 -0.1
0.0 0.1 0.0
0.1 0.1 0.0
0.0 0.1 0.0
0.0 0.0 0.1
0.1 0.0 0.1
0.0 0.0 -0.1
-0.1 0.0 0.1
0.0 -0.1 0.1
0.0 0.0 0.0
0.0 0.0 -0.1
0.1 0.0 0.0
-0.1 0.0 0.0
0.0 0.1 -0.1
0.0 0.0 0.0
0.0 0.0 -0.1
0.1 0.1 -0.1
0.0 0.0 0.1
-0.1 0.0 0.1
0.0 0.1 0.0
-0.1 -0.1 0.0
-0.1 -0.1 0.1
0.0 0.0 0.0
0.0 0.0 -0.1
0.1 0.0 0.0
0.0 -0.1 -0.1
0.0 0.0 0.1
0.1 0.0 0.0
-0.1 0.0 0.0
-0.1 0.0 0.1
0.0 0.0 0.0
-0.1 -0.1 0.0
-0.1 0.0 -0.1
0.0 0.0 0.0
0.1 0.1 0.0
0.0 0.1 0.0
0.0 -0.1 0.0
0.1 0.0 0.0

4.
# C23H39Cl3N3O3SSiZn

A structure of composition C23H39Cl3N3O3SSiZn (wB97M-V/def2-TZVPD, the OMol25 dataset).

The value obtained for the molecular weight is 637.5 g/mol. The total charge is -1. As for the relative energy (zero: lowest compared OMol25 entry of this formula, charge and spin): 0.0 kcal/mol. The HOMO energy comes out at -4.93 eV. For the largest force on an atom, the calculation gives 3.19 eV/Å.

Positions of all 74 atoms, in Å:
1 C 3.0065 2.6320 -2.5452
2 C 1.9917 1.7137 -3.1372
3 H 3.5094 3.2098 -3.3333
4 H 3.7742 2.0659 -1.9875
5 H 2.5119 3.3182 -1.8444
6 C 2.1692 1.1111 -4.3240
7 C 3.3904 1.2516 -5.1639
8 H 1.3662 0.5061 -4.7491
9 H 4.2866 1.4066 -4.5516
10 H 3.3142 2.0944 -5.8646
11 H 3.5273 0.3419 -5.7584
12 Zn 1.5456 1.3359 0.6790
13 Cl 0.2672 3.2471 0.5896
14 Cl 2.7202 -0.3870 1.6410
15 C -2.0805 -0.8712 -0.4349
16 O -1.3065 -1.6933 0.1133
17 N -3.0324 -1.2627 -1.2975
18 C -3.2474 -2.6829 -1.5536
19 C -3.9908 -0.3123 -1.8385
20 H -2.0245 0.2158 -0.2590
21 H -2.4871 -3.2525 -1.0074
22 H -3.1576 -2.8856 -2.6322
23 H -4.2540 -2.9739 -1.2140
24 H -3.6000 0.6993 -1.6935
25 H -4.9583 -0.3975 -1.3217
26 H -4.1357 -0.4860 -2.9108
27 H 3.6216 -0.7570 -1.8683
28 H 2.2934 -1.5047 -3.9406
29 C 3.4647 -1.7607 -1.4455
30 C 2.2344 -2.4831 -3.4397
31 N 2.2334 -2.2976 -1.9990
32 H 3.3986 -1.6846 -0.3546
33 C 1.2930 -2.9117 -1.2097
34 O 1.3290 -2.9453 0.0175
35 H 1.3127 -2.9929 -3.7422
36 H 0.4770 -3.3985 -1.7998
37 H 4.3146 -2.3997 -1.7377
38 H 3.1009 -3.0894 -3.7486
39 O 1.2623 0.5981 -1.1929
40 C 0.8084 1.3524 -2.2268
41 C -0.4191 -0.6858 -3.1135
42 C -0.3289 0.6982 -3.0411
43 H 0.2024 -1.2777 -2.4426
44 C -1.2382 -1.2908 -4.0716
45 H 0.4103 2.2979 -1.8034
46 C -1.1971 1.4959 -3.7890
47 H -1.2432 -2.3789 -4.1627
48 C -2.0474 -0.4942 -4.8836
49 C -2.0358 0.8968 -4.7334
50 H -1.1549 2.5776 -3.6509
51 H -2.6760 -0.9657 -5.6461
52 H -2.6869 1.5188 -5.3486
53 Si 3.8242 2.5698 3.0364
54 Cl 3.6359 2.5839 0.8616
55 C 4.5525 0.9905 3.7069
56 C 2.1634 2.8968 3.8047
57 C 5.0063 4.0104 3.2761
58 H 3.8098 0.1755 3.7053
59 H 4.8778 1.1752 4.7505
60 H 5.4194 0.6648 3.1176
61 H 6.0067 3.7880 2.8781
62 H 5.1311 4.2569 4.3384
63 H 4.6414 4.9103 2.7639
64 H 1.3980 2.2009 3.4403
65 H 1.8327 3.9208 3.5832
66 H 2.2619 2.7718 4.8961
67 S -1.2471 -1.7308 2.9833
68 C -1.7305 -0.1581 3.4652
69 C -1.0542 0.8152 2.7249
70 N -0.2031 0.3161 1.7815
71 C -0.2506 -1.0224 1.7160
72 H -2.4166 0.0332 4.2777
73 H -1.1620 1.8904 2.8878
74 H 0.5391 -1.6005 1.2580

Cartesian forces, eV/Å:
0.3 0.1 0.2
-0.5 -1.0 -0.7
-0.1 0.0 0.3
-0.3 0.2 -0.1
0.2 -0.1 -0.1
-0.5 0.5 0.5
0.4 0.0 -0.2
0.2 0.1 0.2
-0.1 -0.1 -0.2
0.1 -0.1 0.0
0.1 0.1 0.0
-1.5 -1.2 -1.1
0.0 0.4 0.2
0.3 -0.2 0.1
1.2 -1.6 0.5
-2.1 1.2 -2.0
-0.3 0.0 0.1
0.0 0.2 -0.1
0.1 0.0 0.1
0.2 -0.2 0.1
-0.3 0.2 -0.1
-0.1 0.1 0.3
0.3 0.0 -0.1
-0.1 -0.2 -0.1
0.1 0.0 -0.1
0.1 0.1 0.2
-0.1 -0.2 0.2
-0.1 -0.3 0.1
0.0 0.3 0.0
-0.1 0.1 0.2
-0.3 -1.1 0.1
-0.1 0.0 -0.4
0.9 0.3 0.7
0.0 -0.4 -1.4
0.2 0.1 0.0
0.3 0.3 0.2
-0.2 0.0 0.1
-0.2 0.1 0.1
0.5 -0.6 1.0
-0.6 0.9 0.1
0.0 -0.3 -0.4
0.5 0.4 0.5
-0.2 0.4 -0.3
-0.1 0.4 0.4
-0.2 0.1 -0.5
0.1 -0.5 -0.3
-0.1 0.2 -0.1
0.1 -0.1 -0.2
-0.1 0.1 0.3
0.0 -0.2 -0.2
0.2 0.2 0.2
0.1 -0.2 0.1
0.1 -0.1 -0.5
0.8 0.6 0.9
0.1 -0.1 0.4
-0.1 0.2 -0.1
0.1 0.2 0.0
0.4 0.5 0.0
0.0 0.0 -0.4
-0.2 0.0 0.1
-0.3 0.0 0.0
-0.1 -0.1 -0.1
0.0 -0.2 0.1
0.2 0.1 0.1
0.0 -0.3 0.1
0.0 0.0 -0.3
0.4 0.3 -0.6
0.7 1.8 -0.5
-1.3 -1.4 1.1
0.0 -1.5 -0.3
0.8 1.6 2.0
0.0 -0.1 -0.1
0.1 -0.4 -0.3
-0.3 0.1 0.0

Among the records above, which one has the lowest molecular weight?
C23H39Cl3N3O3SSiZn